Formula: C11H17OPS
Source: the Open Molecules 2025 dataset
Level of theory: wB97M-V/def2-TZVPD

**M**: 228.30 g/mol
**HOMO-LUMO gap**: 9.53 eV
**SMILES**: CS[P@@](=O)(c1ccccc1)C(C)(C)C
**Net charge**: 0
**Relative energy (zero: lowest compared OMol25 entry of this formula, charge and spin)**: 0.0 kcal/mol

```
31
Properties=species:S:1:pos:R:3:lowdin_charge:R:1
C 4.258 -0.490 0.158 -0.0899
C 3.624 -0.758 1.320 -0.1193
C 3.526 -0.603 -1.015 -0.0691
C 2.272 -0.865 1.339 -0.0947
C 2.115 -0.680 -1.056 -0.0844
C 1.511 -0.729 0.169 -0.2847
C -1.108 1.043 -1.693 -0.1086
C -2.381 1.213 0.509 -0.0717
C 0.012 2.081 0.275 -0.0923
C -1.350 -3.352 0.534 -0.4541
C -0.991 1.020 -0.170 -0.6508
O -0.789 -0.967 1.916 -0.3511
P -0.385 -0.642 0.566 0.4935
S -1.142 -2.074 -0.716 0.6647
H 5.381 -0.510 0.155 0.1265
H 4.221 -0.852 2.188 0.0992
H 3.879 -0.394 -1.969 0.0781
H 1.719 -0.985 2.332 0.1292
H 1.592 -0.706 -1.983 0.0939
H -1.731 1.935 -1.882 0.0847
H -0.284 1.023 -2.405 0.0742
H -1.694 0.104 -1.963 0.0504
H -2.423 1.630 1.453 0.0526
H -2.665 0.208 0.723 0.0418
H -3.084 1.803 -0.159 0.1103
H -0.416 3.046 -0.037 0.0922
H 0.031 2.040 1.392 0.1008
H 0.960 1.969 -0.179 0.0560
H -1.868 -4.141 -0.043 0.0246
H -1.872 -3.124 1.479 0.0473
H -0.269 -3.714 0.592 0.0509
```